No. 1
{
  "formula": "C3H5N3",
  "method": "ωB97M-V/def2-TZVPD",
  "symbols": ["H", "C", "N", "H", "H", "H", "N", "N", "H", "C", "C"],
  "coordinates": [[1.31955, -1.72338, 0.86072], [0.22392, 1.71913, -1.34702], [-1.92500, -1.29024, 1.30336], [0.04969, 2.79470, -1.34361], [1.12649, 1.51807, -1.93030], [-0.62463, 1.21028, -1.81094], [0.42786, 1.26403, 0.02247], [-0.80546, -1.75943, 1.32436], [-0.59509, -2.70378, 1.71482], [0.39085, 0.10296, 0.37123], [0.41182, -1.13235, 0.83491]],
  "forces_ev_per_angstrom": [[-0.1, 0.1, 0.0], [0.0, 0.1, -0.2], [0.5, -0.3, 0.0], [0.0, -0.1, 0.0], [-0.1, 0.0, 0.1], [0.1, 0.0, 0.0], [0.0, -0.8, 0.3], [-0.4, 0.2, 0.0], [-0.1, 0.1, 0.0], [0.1, 0.5, -0.2], [0.1, 0.1, -0.1]],
  "total_charge": 0,
  "lumo_ev": 0.69,
  "largest_force_ha_per_bohr": 0.01644,
  "relative_energy_kcal_mol": 98.5,
  "multiplicity": 1,
  "homo_lumo_gap_ev": 8.7311,
  "energy_ha": -281.433156
}


No. 2
{
  "formula": "C5H13N2",
  "method": "ωB97M-V/def2-TZVPD",
  "symbols": ["H", "H", "H", "H", "H", "H", "C", "H", "C", "N", "H", "H", "C", "N", "H", "C", "H", "C", "H", "H"],
  "coordinates": [[-0.19224, 1.50617, 2.23567], [1.13899, -0.73337, -3.38390], [-1.89548, 2.05066, 2.12113], [0.20180, -1.36679, -1.99037], [0.43283, -2.52130, 0.45466], [2.51865, 1.31521, -0.19901], [1.68795, 1.07240, -0.84445], [-2.44350, -0.04861, 0.86976], [0.66444, -0.49124, -2.43885], [1.69445, 0.00652, -1.53082], [2.42627, -0.65945, -1.29753], [0.80654, 1.69973, -0.88941], [-1.52080, 0.00610, 1.45193], [-0.49844, -0.67879, 0.63475], [-0.91387, 1.88321, 0.67188], [-1.11255, 1.45935, 1.65833], [-0.08351, 0.28665, -2.55688], [-0.32235, -1.89760, 0.92515], [-1.68044, -0.50486, 2.40115], [-0.90875, -2.38398, 1.70680]],
  "forces_ev_per_angstrom": [[0.0, 0.1, 0.2], [0.0, 0.0, -0.1], [0.0, 0.0, 0.2], [0.0, 0.0, 0.0], [0.0, 0.1, -0.3], [0.0, -0.1, 0.1], [-0.7, -0.1, -0.1], [-0.1, 0.1, 0.1], [-0.2, 0.3, 0.2], [0.5, -0.5, 0.6], [0.3, 0.1, -0.4], [0.2, 0.3, -0.2], [0.0, 0.3, -0.5], [0.1, -0.4, 0.4], [0.0, 0.2, 0.0], [0.1, -0.4, -0.5], [0.0, 0.0, -0.1], [-0.1, 0.2, 0.3], [0.0, -0.1, 0.0], [0.1, -0.1, 0.1]],
  "total_charge": 1,
  "lumo_ev": -4.74,
  "largest_force_ha_per_bohr": 0.01719,
  "relative_energy_kcal_mol": 64.7,
  "multiplicity": 1,
  "homo_lumo_gap_ev": 8.9635,
  "energy_ha": -307.518573
}


No. 3
{
  "formula": "C45H47BaN3O8S2Si",
  "method": "ωB97M-V/def2-TZVPD",
  "symbols": ["C", "H", "H", "H", "H", "C", "H", "H", "H", "H", "H", "H", "C", "H", "H", "H", "S", "H", "C", "C", "C", "Si", "C", "C", "C", "C", "C", "C", "C", "H", "H", "H", "C", "C", "C", "H", "C", "H", "C", "C", "C", "N", "O", "H", "C", "C", "H", "H", "H", "C", "C", "H", "O", "H", "C", "O", "H", "S", "H", "H", "H", "H", "C", "C", "H", "C", "O", "C", "C", "O", "C", "C", "C", "H", "H", "O", "N", "C", "C", "H", "H", "H", "C", "H", "C", "H", "C", "H", "H", "Ba", "O", "H", "O", "H", "C", "H", "C", "H", "C", "C", "C", "C", "C", "H", "H", "H", "N"],
  "coordinates": [[-3.48877, -4.05168, -5.30753], [-1.00518, -1.02094, -2.09560], [-5.75211, 2.96599, 1.32178], [3.24319, 4.21183, 3.12831], [1.91195, 1.72835, 2.49153], [-0.42841, -2.97757, -2.49512], [-4.17115, -4.15362, -4.46925], [2.22649, 3.27922, -1.17939], [-5.29658, -0.49386, 3.25421], [-2.00304, 4.58305, -1.46915], [0.00395, 6.21976, 5.03247], [-4.32868, 5.27826, -1.99452], [-2.83205, 4.24193, -0.86021], [3.15035, -2.48835, -3.30473], [0.01325, -3.94153, -4.40835], [2.30079, -1.03257, -1.52164], [-0.91646, 2.94235, 0.57368], [4.30188, 2.78658, 3.28856], [3.37561, 3.16845, 2.85431], [0.56923, -2.00416, -7.43207], [-0.66740, -1.76942, -5.38236], [2.47915, -1.00482, 1.48563], [-2.60351, 3.41051, 0.22466], [-0.40830, -3.14316, -1.04223], [2.84764, 3.84922, 5.75720], [5.07735, 2.10337, 0.21268], [-0.82588, 4.36605, 4.34271], [0.54866, -5.17638, -2.79786], [0.04967, 5.15911, 1.82379], [1.41337, -1.73321, -8.05037], [-3.05282, -5.51962, 2.59405], [0.30638, -4.43168, 0.53747], [4.12622, -3.84659, -1.95977], [-1.43345, -3.30191, -7.06998], [-4.24396, -2.67761, 1.71580], [4.99534, -4.99951, -0.37366], [4.39862, -4.13071, -0.62928], [1.32956, 1.27964, -0.05147], [-4.93354, 3.32221, 0.71019], [0.21068, -4.34319, -0.53708], [-1.06781, 3.54262, 3.25385], [2.26595, 2.53123, 5.57408], [-2.11267, -3.43052, 2.56619], [-5.24919, -2.92380, 2.06745], [-0.77654, -1.70981, -2.90219], [-3.24077, 0.06668, 3.79991], [3.53354, -1.32136, 2.52237], [-1.15469, 4.04829, 5.32354], [4.49943, -4.49022, -2.74773], [0.65777, -5.30389, -1.37645], [0.27493, 5.97647, 2.92147], [3.87679, 3.90405, 5.40905], [-3.86873, -1.37011, 2.03318], [1.12221, -0.70201, -5.80735], [-0.63406, 3.96656, 2.00658], [-0.99007, 1.53365, 1.09099], [6.13534, 2.32788, 0.28517], [0.79701, 0.61222, 4.57343], [0.80123, 6.91430, 2.79891], [4.64410, 3.80994, -1.02540], [2.26017, 4.62409, 5.26164], [-2.92682, -4.97973, -5.43454], [3.20542, 0.64373, 0.76972], [-0.34884, -2.94480, -7.86344], [3.46970, 3.11154, 1.77093], [3.16728, -2.15434, 0.09516], [-2.15275, -0.46410, 4.15310], [-3.24769, -3.68642, 2.25749], [3.37137, -2.72172, -2.26852], [-2.62363, -2.97739, -4.97717], [3.93278, -3.28997, 0.37548], [1.83968, 1.92608, 4.43855], [2.89091, -1.90708, -1.25544], [-4.05785, -3.83769, -6.21519], [5.22983, 0.33806, 1.41045], [-3.76009, -4.92122, 2.30716], [2.22853, 2.35135, 3.22087], [-4.13374, 4.62687, -1.15281], [-5.18018, 4.16546, -0.36787], [-6.19525, 4.46247, -0.59810], [-3.44487, 2.28384, 1.86514], [-4.23136, -2.78429, 0.62734], [0.40454, -1.42106, -6.18252], [1.85648, 2.10226, 6.38625], [0.03827, -4.04779, -3.33371], [-0.22838, -3.41504, -8.83054], [2.38995, 1.50698, 0.02989], [1.12592, -6.19055, -0.96637], [-2.13885, -4.03673, -7.42883], [-0.89628, -0.89940, 1.98232], [-3.50137, 1.27075, 3.66957], [2.84841, 4.05678, 6.82498], [-0.91086, -2.29611, -0.26534], [-1.57688, 2.59415, 3.39059], [-1.60800, -2.70752, -5.82659], [-4.32512, -1.79974, 4.02183], [-3.63891, 2.93664, 1.01931], [-1.02639, -0.15952, -4.12818], [4.24269, 2.93727, -0.52458], [2.89140, 2.63752, -0.61065], [4.56209, 0.98322, 0.84977], [-0.16851, 5.57893, 4.17647], [-4.30692, -0.94349, 3.34290], [4.18461, -3.51339, 1.40735], [0.91780, -5.96727, -3.43641], [0.40646, 5.44071, 0.83960], [-0.83658, -1.14830, -4.11157]],
  "forces_ev_per_angstrom": [[0.0, 0.0, 0.0], [0.0, 0.0, 0.0], [0.0, 0.0, 0.0], [0.0, 0.1, 0.1], [0.0, 0.0, 0.0], [0.1, 0.0, 0.0], [0.0, 0.0, 0.0], [0.0, 0.0, 0.0], [0.0, 0.0, 0.0], [0.0, 0.0, 0.0], [0.0, 0.0, 0.0], [0.0, 0.0, 0.0], [0.0, 0.0, 0.0], [0.0, 0.0, 0.0], [0.0, 0.0, 0.0], [0.0, 0.0, 0.0], [0.0, 0.0, 0.1], [0.0, 0.0, 0.0], [0.0, 0.0, 0.0], [0.0, 0.0, 0.0], [0.0, 0.0, 0.0], [0.1, -0.2, -0.2], [0.0, 0.0, 0.0], [-0.1, 0.0, 0.0], [0.0, 0.0, -0.1], [0.1, -0.1, -0.1], [0.0, 0.0, 0.0], [0.1, 0.0, 0.0], [0.0, 0.0, 0.0], [0.0, 0.0, 0.0], [0.0, 0.0, 0.0], [0.0, 0.0, 0.0], [0.0, 0.0, 0.0], [0.0, 0.0, 0.0], [0.0, 0.0, 0.0], [0.0, 0.0, 0.0], [0.0, 0.0, 0.0], [0.0, 0.0, 0.0], [0.0, 0.0, 0.0], [0.0, 0.0, 0.0], [0.0, 0.0, 0.0], [0.0, 0.0, -0.1], [0.0, 0.0, 0.0], [0.0, 0.0, 0.0], [0.0, 0.1, -0.1], [-0.2, 0.1, 0.0], [0.0, 0.1, 0.0], [0.0, 0.0, 0.0], [0.0, 0.0, 0.0], [0.0, 0.0, 0.0], [0.0, 0.0, 0.0], [0.0, 0.0, 0.0], [0.0, -0.1, 0.0], [0.0, 0.0, 0.0], [0.0, 0.0, 0.0], [0.0, 0.0, -0.2], [0.0, 0.0, 0.0], [-0.2, 0.0, 0.2], [0.0, 0.0, 0.0], [0.0, 0.0, 0.0], [0.0, 0.0, 0.0], [0.0, 0.0, 0.0], [0.1, -0.1, -0.1], [0.0, 0.0, 0.0], [-0.1, 0.1, 0.3], [0.0, 0.0, 0.0], [-0.3, 0.0, 0.1], [0.0, 0.0, 0.0], [-0.1, -0.1, 0.0], [0.0, 0.0, 0.0], [0.0, 0.0, 0.0], [0.2, 0.0, -0.2], [0.0, 0.1, 0.1], [0.0, 0.0, 0.0], [0.0, 0.0, 0.0], [0.0, 0.0, 0.0], [0.0, 0.1, 0.3], [0.0, 0.0, 0.0], [0.0, 0.0, 0.0], [0.0, 0.0, 0.0], [0.0, 0.0, 0.0], [0.0, 0.0, 0.0], [0.0, 0.0, 0.0], [0.0, 0.0, 0.0], [0.0, 0.0, 0.0], [0.0, 0.0, 0.0], [0.0, 0.0, 0.0], [0.0, 0.0, 0.0], [0.0, 0.0, 0.0], [0.6, 0.0, 0.2], [0.0, 0.0, 0.1], [0.0, 0.0, 0.0], [0.0, 0.0, 0.0], [0.0, 0.0, 0.0], [0.0, 0.0, 0.0], [0.0, 0.0, 0.0], [0.0, 0.0, 0.0], [0.0, 0.0, 0.0], [0.1, 0.0, -0.1], [0.0, 0.0, 0.0], [0.0, -0.1, -0.1], [0.0, 0.0, 0.0], [0.0, -0.1, 0.0], [0.0, 0.0, 0.0], [0.0, 0.0, 0.0], [0.0, 0.0, 0.0], [0.0, 0.0, 0.1]],
  "total_charge": 0,
  "lumo_ev": -0.39,
  "largest_force_ha_per_bohr": 0.01175,
  "relative_energy_kcal_mol": 0.0,
  "multiplicity": 1,
  "homo_lumo_gap_ev": 5.3266,
  "energy_ha": -3620.593806
}


No. 4
{
  "formula": "C8H8O3",
  "method": "ωB97M-V/def2-TZVPD",
  "symbols": ["O", "C", "H", "H", "H", "C", "O", "H", "H", "C", "H", "O", "C", "H", "C", "C", "C", "H", "C"],
  "coordinates": [[0.90554, -2.20889, -0.21664], [1.37976, 1.47055, 0.04277], [3.58653, 0.86558, 0.20750], [-3.64834, -1.61926, 0.20171], [0.02484, -2.68635, -0.15504], [-0.96007, 0.98962, -0.04503], [3.92670, -1.20414, 0.09631], [-2.96995, -0.17047, 1.06178], [-3.10338, -0.29420, -0.89306], [3.20986, -0.20405, 0.06488], [-0.05438, 3.06688, -0.28790], [-1.57270, -1.29286, 0.03529], [-2.89728, -0.79529, 0.14061], [2.30201, 1.87636, -0.13292], [1.73802, 0.05475, 0.03444], [-0.63899, -0.34230, 0.00510], [0.64953, -0.87434, -0.02707], [-1.99112, 1.43839, -0.02866], [0.11344, 1.93002, -0.10409]],
  "forces_ev_per_angstrom": [[-2.0, 0.4, 0.6], [0.1, -4.1, -0.7], [1.0, -1.2, -0.3], [1.0, 0.3, 0.1], [1.4, 0.7, -0.1], [0.6, 2.5, 0.1], [-2.0, 2.0, -0.3], [-0.2, -0.1, -1.0], [0.0, -0.2, 2.1], [0.8, -0.1, 0.9], [0.1, -2.3, 0.5], [-1.6, -1.5, 0.4], [-1.0, -0.1, -1.6], [1.6, 2.9, -0.1], [-2.7, -0.8, 0.0], [-0.5, -0.1, 0.0], [3.2, 0.7, -0.4], [1.3, -1.0, -0.1], [-0.9, 1.7, -0.1]],
  "smiles": "COc1cccc(C=O)c1O",
  "total_charge": 0,
  "lumo_ev": 0.00,
  "largest_force_ha_per_bohr": 0.08037,
  "relative_energy_kcal_mol": 65.5,
  "multiplicity": 1,
  "homo_lumo_gap_ev": 8.7638,
  "energy_ha": -535.287240
}